(1)
{"formula": "C27H57N5O11V", "method": "the ωB97M-V functional and the def2-TZVPD basis", "charge": -1, "e_above_lowest_kj_mol": 0.00, "orbital_gap_ev": 7.413, "e_tot_ha": -3107.9408, "e_lumo_ev": 1.50, "species": ["O", "V", "O", "N", "O", "O", "O", "N", "O", "O", "O", "C", "C", "C", "C", "C", "C", "N", "O", "C", "C", "C", "H", "H", "H", "H", "H", "H", "H", "H", "H", "H", "H", "H", "H", "H", "H", "H", "H", "H", "H", "C", "C", "C", "C", "C", "C", "N", "O", "C", "C", "C", "H", "H", "H", "H", "H", "H", "H", "H", "H", "H", "H", "H", "H", "H", "H", "H", "H", "H", "H", "C", "C", "C", "C", "C", "C", "N", "O", "C", "C", "C", "H", "H", "H", "H", "H", "H", "H", "H", "H", "H", "H", "H", "H", "H", "H", "H", "H", "H", "H"], "coordinates": [[1.105941, 1.130600, 0.179332], [0.122801, 1.338410, -0.990398], [-0.996829, 0.249200, -0.923248], [1.346981, 4.424330, -1.757008], [1.605301, 4.663910, -2.922778], [0.712341, 3.431260, -1.459578], [1.426441, 5.321700, -0.886518], [1.858211, 0.960560, -3.554228], [2.790941, 1.588950, -3.089708], [1.030371, 0.417980, -2.909118], [1.655911, 1.096810, -4.680198], [-3.135139, 2.750220, -0.710608], [-3.362119, 3.561670, 0.493322], [-4.865029, 3.278430, 0.839532], [-5.207409, 3.624240, 2.238932], [-4.240859, 3.025840, 3.268672], [-2.807719, 3.391430, 3.000972], [-2.449959, 3.038010, 1.553782], [-1.071169, 3.091260, 1.261032], [-2.704609, 4.883190, 3.409982], [-2.004889, 2.548540, 4.020972], [-3.252679, 5.114530, -0.029308], [-2.115039, 2.873840, -1.074228], [-3.922519, 2.778040, -1.463848], [-3.198779, 1.705670, -0.405698], [-5.455859, 3.905390, 0.171742], [-5.179529, 2.293390, 0.494722], [-6.226799, 3.252750, 2.343502], [-5.265429, 4.691320, 2.453532], [-4.400889, 1.955870, 3.135832], [-4.488369, 3.286940, 4.297592], [-1.759069, 5.253240, 3.013622], [-3.472209, 5.533330, 2.990202], [-2.726429, 5.099870, 4.478012], [-2.154369, 1.525550, 3.675652], [-1.003309, 2.945880, 4.185442], [-2.349129, 2.639790, 5.051162], [-3.563849, 5.804440, 0.755112], [-3.975359, 5.469360, -0.764108], [-2.241689, 5.401430, -0.318588], [-1.011139, 4.047300, 1.197922], [6.217901, 0.748520, 4.466892], [5.848431, -0.677170, 3.964082], [4.414911, -1.022310, 4.449162], [3.263261, -0.193230, 3.807472], [3.278481, -0.331690, 2.319812], [4.779431, -0.211750, 1.626662], [5.784841, -0.775330, 2.526432], [7.098731, -0.632790, 2.027952], [4.595941, -1.103040, 0.401852], [4.977961, 1.265600, 1.211872], [6.958781, -1.621310, 4.519842], [7.193191, 1.006120, 4.053922], [6.115311, 0.837190, 5.548422], [5.564981, 1.448960, 3.946142], [4.359441, -2.095480, 4.266612], [4.331491, -0.875500, 5.526002], [3.299521, 0.829160, 4.183662], [2.293851, -0.535740, 4.169452], [2.622461, 0.469120, 1.978592], [2.703691, -1.201720, 2.002352], [4.210271, -2.117920, 0.498682], [4.094951, -0.598620, -0.424388], [5.575291, -1.377070, 0.009592], [5.973251, 1.474210, 0.819472], [4.266711, 1.661630, 0.487042], [4.741851, 2.001440, 1.980572], [7.107711, -1.539390, 5.596502], [7.927901, -1.415210, 4.065472], [6.766911, -2.682530, 4.361402], [7.290421, -1.544590, 1.796712], [-3.133219, -5.860040, -2.647138], [-3.161399, -4.925470, -3.872768], [-3.848399, -3.552070, -3.453838], [-3.016999, -2.568520, -2.690808], [-1.904769, -2.263660, -3.673598], [-1.003699, -3.486140, -4.199648], [-1.869389, -4.590730, -4.612018], [-1.300799, -5.810390, -4.991148], [-0.218499, -3.085070, -5.399338], [-0.022529, -3.966860, -3.092238], [-4.267639, -5.493550, -4.853238], [-2.662449, -5.448010, -1.754548], [-2.432149, -6.661980, -2.878448], [-4.074039, -6.313660, -2.335408], [-4.236109, -3.063830, -4.347928], [-4.815629, -3.592330, -2.952888], [-2.598379, -2.960410, -1.763828], [-3.667979, -1.702040, -2.574468], [-1.348209, -1.519760, -3.103538], [-2.255899, -1.568850, -4.436518], [-0.912479, -2.684590, -6.138328], [0.600901, -2.380190, -5.258508], [0.311471, -3.871930, -5.936068], [-0.518039, -4.442020, -2.245608], [0.591631, -4.742880, -3.549068], [0.591771, -3.180140, -2.654268], [-4.605929, -4.964520, -5.744188], [-5.227389, -5.714090, -4.385968], [-3.996839, -6.423450, -5.353278], [-1.701829, -5.746840, -5.861058]], "forces_ev_per_a": [[0.2, -0.7, 0.7], [2.3, 1.6, -2.5], [-0.6, -0.2, 0.3], [-0.6, 5.2, -0.8], [0.9, -0.6, -0.4], [-2.5, -5.5, 1.2], [0.9, -0.6, 0.2], [4.4, 5.4, -0.3], [2.1, -0.2, 2.9], [-6.0, -3.8, 7.0], [-1.4, -0.7, -8.0], [0.7, -2.3, -0.7], [-1.0, 1.6, -0.9], [1.2, 1.1, -0.8], [-0.8, 0.1, 1.4], [-1.5, -1.0, -1.4], [0.2, 0.6, 0.8], [-2.4, -0.3, 1.8], [-1.1, 0.8, 0.0], [0.8, 0.5, -1.0], [0.1, 0.6, -0.6], [0.0, -0.3, 2.1], [-0.2, 0.3, -0.7], [0.3, 0.9, -0.3], [0.3, -0.2, 0.1], [0.1, 0.3, -0.1], [0.4, -0.5, 0.7], [-0.1, 0.0, 0.7], [0.0, 0.2, -0.6], [0.4, -0.4, 0.4], [-0.1, 0.1, -0.1], [0.2, 0.3, 0.2], [-0.1, -0.2, -0.2], [0.1, -0.6, 0.1], [0.9, -0.2, 0.3], [0.5, -0.7, -0.9], [-1.0, 0.0, -0.2], [0.4, 0.0, 0.6], [0.1, -1.1, -0.7], [0.0, -0.2, -0.2], [1.5, 0.5, -0.4], [-0.3, -0.2, -1.4], [-0.6, 1.2, 1.2], [0.2, 0.0, 0.4], [0.9, -1.1, 0.9], [0.8, 1.2, -0.5], [-3.5, 0.1, 0.7], [0.0, -1.0, -0.1], [0.0, 0.2, -0.8], [1.7, -0.4, -1.2], [0.0, 0.5, 0.0], [-0.4, -0.3, -0.1], [0.3, 0.0, 0.6], [0.3, 0.1, -0.1], [-0.3, 0.1, 0.4], [-0.7, -0.1, -0.1], [0.3, -0.1, 0.2], [0.4, 0.2, -0.3], [0.0, -0.3, 0.2], [0.4, 0.2, -0.7], [0.7, -0.5, 0.0], [-0.7, 0.3, 0.8], [-0.2, 0.1, 0.2], [0.5, 0.5, -0.3], [0.1, -0.1, 0.1], [-0.1, -0.9, -0.6], [0.5, -0.3, 0.8], [-0.3, 0.4, 0.1], [-0.2, 0.2, 0.0], [-0.3, -0.1, -0.3], [0.4, 0.0, -0.3], [1.8, -0.5, -0.1], [-2.4, 2.3, -0.1], [-0.8, -0.6, 0.0], [0.2, -0.9, -1.8], [1.4, 1.0, 0.7], [0.0, 0.1, 2.2], [-4.0, 0.6, 1.6], [0.6, 0.2, -0.5], [0.6, 0.7, -1.7], [-0.3, -0.1, 0.0], [0.4, -1.1, -0.8], [-0.2, 0.6, 0.0], [-0.2, -0.4, -0.2], [-0.2, 0.3, -0.4], [0.7, 0.2, -0.5], [-0.1, -1.4, 0.5], [-0.3, 0.1, 0.2], [0.5, 0.2, 0.6], [1.4, -0.4, -0.2], [-0.3, -0.8, -0.8], [0.0, 0.3, -0.1], [-0.4, 0.4, 0.6], [-0.3, -0.7, 0.4], [-0.4, 0.0, 0.0], [0.3, 0.1, 0.1], [0.1, 0.1, -0.4], [0.7, 1.2, 0.2], [0.3, 0.0, 0.7], [0.4, -0.5, 0.5], [0.6, -1.1, -0.5]], "mulliken_charge": [-0.725, 1.784, -0.520, 0.680, -0.551, -0.429, -0.653, 1.055, -0.655, -0.487, -0.646, -2.317, 1.857, -1.261, -0.718, -1.190, 1.502, 0.043, -0.017, -1.687, -2.001, -1.542, 0.191, 0.367, 0.696, 0.388, 0.451, 0.405, 0.346, 0.401, 0.404, 0.361, 0.313, 0.416, 0.454, 0.398, 0.416, 0.385, 0.398, 0.344, 0.309, -1.734, 1.501, -1.215, -0.917, -0.596, 1.739, 0.251, -0.500, -1.936, -1.745, -2.004, 0.385, 0.389, 0.400, 0.340, 0.470, 0.303, 0.503, 0.029, 0.452, 0.409, 0.324, 0.457, 0.359, 0.419, 0.358, 0.399, 0.433, 0.394, 0.364, -1.824, 1.615, -1.599, -0.683, -0.789, 1.884, 0.326, -0.471, -1.941, -1.726, -1.946, 0.284, 0.435, 0.391, 0.491, 0.523, 0.267, 0.412, -0.102, 0.470, 0.455, 0.358, 0.393, 0.342, 0.403, 0.361, 0.414, 0.393, 0.461, 0.408]}

=====

(2)
{"formula": "C10H9BrF5N3O6TeTi", "method": "the ωB97M-V functional and the def2-TZVPD basis", "charge": -2, "e_above_lowest_kj_mol": 85.22, "orbital_gap_ev": 7.039, "e_tot_ha": -5193.4321, "e_lumo_ev": 4.18, "species": ["Ti", "N", "C", "C", "O", "N", "C", "C", "O", "O", "H", "H", "H", "H", "H", "H", "Br", "C", "C", "C", "C", "C", "N", "C", "O", "O", "H", "H", "H", "F", "Te", "F", "F", "F", "F", "O"], "coordinates": [[-0.397126, -0.458575, -1.092220], [0.438366, -2.456070, -1.685023], [1.789545, -2.613833, -1.140706], [2.524913, -1.292959, -1.386916], [3.689307, -1.293787, -1.813347], [1.729949, -0.264616, -1.114071], [2.069884, 1.031160, -1.655241], [1.040574, 1.372397, -2.743203], [1.182233, 2.347895, -3.461789], [0.049077, 0.526050, -2.799667], [-0.248199, -3.108527, -1.328707], [0.423342, -2.464199, -2.698156], [2.356497, -3.438315, -1.577527], [1.687098, -2.764764, -0.065266], [3.070141, 1.051110, -2.091925], [2.009901, 1.806315, -0.887338], [3.423097, 1.919979, 1.819292], [1.625561, 1.727984, 2.449216], [1.417677, 1.723469, 3.819783], [0.106515, 1.591911, 4.247771], [-0.900265, 1.460921, 3.309034], [-0.564203, 1.460510, 1.961054], [0.693993, 1.608739, 1.541482], [-1.666206, 1.229033, 0.932803], [-2.798462, 1.076627, 1.359476], [-1.279553, 1.186316, -0.299590], [2.247080, 1.811372, 4.505762], [-0.120006, 1.580222, 5.307326], [-1.938886, 1.332792, 3.575646], [-0.277316, -1.198637, 0.621408], [-3.778743, -0.635550, -1.065638], [-4.314843, 0.146010, -2.823310], [-4.363396, -2.192864, -1.957454], [-5.644266, -0.638256, -0.408951], [-3.449753, -1.929914, 0.369616], [-1.833528, -1.239947, -1.723627]], "forces_ev_per_a": [[-0.3, -0.2, -0.1], [0.2, 0.0, 0.1], [0.0, 0.0, 0.0], [0.0, 0.0, 0.1], [0.0, 0.0, 0.0], [0.1, 0.1, -0.1], [0.1, -0.1, -0.1], [0.1, 0.0, 0.0], [0.0, 0.0, 0.0], [-0.2, 0.2, 0.4], [0.0, 0.0, 0.0], [-0.1, 0.0, 0.0], [0.0, 0.0, 0.0], [0.0, 0.0, 0.0], [0.0, 0.0, 0.0], [0.0, 0.0, 0.0], [0.0, 0.0, 0.0], [0.0, 0.0, 0.0], [0.0, 0.0, 0.0], [0.1, 0.0, 0.0], [-0.1, 0.0, 0.0], [0.1, 0.0, 0.1], [0.0, 0.0, 0.0], [0.2, -0.2, 0.1], [0.1, 0.3, -0.1], [0.2, -0.5, 0.1], [0.0, 0.0, 0.0], [0.0, 0.0, 0.0], [0.0, 0.0, 0.0], [0.0, 0.3, -0.3], [-0.1, -0.4, 0.0], [0.0, 0.0, 0.0], [0.2, 0.0, -0.1], [0.0, 0.1, -0.2], [0.0, 0.0, 0.0], [-0.3, 0.4, 0.1]], "mulliken_charge": [0.803, -0.486, -0.431, 0.461, -0.807, 0.264, -0.379, 0.656, -0.750, -0.435, 0.291, 0.263, 0.345, 0.199, 0.377, 0.040, -0.178, 0.249, -0.597, -0.279, -0.654, 0.623, -0.044, 0.417, -0.720, -0.617, 0.372, 0.383, 0.453, -0.571, 1.541, -0.566, -0.412, -0.538, -0.528, -0.743]}